(1)
Entry from the Open Molecules 2025 dataset: a molecular structure, C44H52BrInN7O5S (the ωB97M-V functional and the def2-TZVPD basis).

Cartesian coordinates (Å):
In1 0.335 -0.204 0.843
Br1 0.020 0.510 3.242
S1 1.590 3.046 0.554
O1 -3.721 -1.561 0.536
O2 -2.726 1.383 1.829
O3 2.621 -3.433 2.568
O4 2.738 3.528 -0.160
O5 1.714 2.861 1.968
N1 -2.847 6.919 -0.142
N2 2.094 -1.619 1.235
N3 0.948 0.013 -1.645
N4 -0.458 -2.142 1.589
N5 -1.704 -0.680 -0.165
N6 1.390 2.254 -2.314
N7 1.081 1.614 -0.061
C1 -2.363 -1.735 -3.654
C2 -2.357 -2.817 2.791
C3 6.057 -1.315 -0.165
C4 4.467 -0.739 3.894
C5 5.155 -2.166 -0.778
C6 -2.051 -1.804 -2.301
C7 -2.676 -0.535 -4.265
C8 -5.049 1.526 2.289
C9 -1.802 6.014 0.025
C10 3.192 -4.673 -0.521
C11 2.988 -3.179 -2.532
C12 -0.146 -3.512 3.468
C13 -2.506 -1.377 0.656
C14 -0.615 6.166 -0.695
C15 -2.423 0.595 -2.143
C16 4.559 1.502 2.736
C17 -3.249 1.512 4.148
C18 -0.922 4.000 1.021
C19 3.844 -2.268 -0.328
C20 3.989 0.084 2.690
C21 -3.583 1.468 2.675
C22 1.159 1.321 -1.380
C23 -2.855 -4.139 -1.813
C24 5.649 -0.576 0.930
C25 0.958 -0.360 -2.914
C26 -2.379 3.151 -2.013
C27 1.214 0.526 -3.945
C28 -0.437 -3.719 -2.450
C29 -2.705 0.619 -3.503
C30 0.249 4.170 0.302
C31 -4.098 1.804 -0.803
C32 0.406 5.242 -0.559
C33 2.904 -3.246 -1.004
C34 -1.769 -2.096 1.767
C35 0.358 -2.765 2.415
C36 -2.648 1.830 -1.297
C37 -2.067 -0.619 -1.529
C38 -1.676 -3.165 -1.740
C39 1.826 -2.624 2.079
C40 -1.949 4.913 0.873
C41 4.349 -0.655 1.419
C42 1.434 1.841 -3.571
C43 -1.524 -3.539 3.639
C44 3.431 -1.499 0.771
H1 -2.574 -5.104 -1.386
H2 3.039 -4.750 0.555
H3 -2.907 0.516 4.443
H4 -2.916 -0.502 -5.321
H5 -5.711 1.478 3.151
H6 4.228 -4.942 -0.742
H7 3.920 -3.607 -2.905
H8 -2.399 2.172 4.319
H9 6.363 0.067 1.429
H10 2.904 0.160 2.750
H11 1.338 5.334 -1.101
H12 -0.493 7.015 -1.359
H13 1.885 -2.984 -0.710
H14 1.636 2.618 -4.303
H15 -1.365 3.199 -2.402
H16 -2.594 7.820 -0.507
H17 -0.620 -3.879 -3.515
H18 -2.507 3.981 -1.317
H19 -1.026 3.158 1.695
H20 5.647 1.499 2.834
H21 4.192 -0.240 4.826
H22 2.534 -5.386 -1.026
H23 -4.260 2.600 -0.072
H24 -3.172 -4.299 -2.846
H25 1.232 0.211 -4.977
H26 -3.514 6.956 0.610
H27 4.292 2.056 1.838
H28 5.552 -0.864 3.863
H29 -2.872 4.787 1.429
H30 4.137 2.039 3.586
H31 -2.001 1.767 -0.418
H32 5.486 -2.771 -1.614
H33 -4.101 1.803 4.758
H34 -1.407 -3.063 -0.695
H35 -1.952 -4.131 4.439
H36 7.076 -1.242 -0.527
H37 -4.783 1.950 -1.643
H38 0.744 -1.403 -3.115
H39 -2.971 1.555 -3.977
H40 -0.136 -4.671 -2.007
H41 -3.432 -2.805 2.906
H42 -5.235 2.455 1.745
H43 0.391 -3.019 -2.340
H44 0.533 -4.033 4.127
H45 2.925 -2.144 -2.874
H46 -3.697 -3.739 -1.247
H47 -5.256 0.698 1.609
H48 4.012 -1.731 3.879
H49 -2.348 -2.643 -4.248
H50 -3.080 3.309 -2.836
H51 2.169 -3.746 -2.981
H52 -4.317 0.842 -0.341

Output
HOMO in eV: -5.6
Lowest unoccupied orbital energy in eV: 2.39
Net charge: -1
Kohn-Sham gap in eV: 8.03

***

(2)
Entry from the Open Molecules 2025 dataset: 2 unconnected molecules or ions with the total composition C44H52Cl2N2O2 (the ωB97M-V functional and the def2-TZVPD basis).

Cartesian coordinates (Å):
Cl1 1.971 -3.605 0.787
Cl2 -3.075 -0.504 -1.091
O1 -2.551 -1.538 1.655
O2 1.873 -1.428 -1.217
N1 -1.725 -2.870 7.316
N2 -0.289 -1.260 6.705
C1 -1.011 -4.593 4.971
C2 -3.700 -2.598 9.732
C3 -2.543 2.017 6.104
C4 -2.941 -3.270 10.881
C5 -3.098 -1.243 9.409
C6 2.499 -2.886 5.442
C7 -5.716 -1.767 6.161
C8 0.603 -2.649 0.434
C9 -3.776 -3.602 8.540
C10 -0.414 3.288 6.048
C11 -2.621 -6.402 4.626
C12 -0.571 1.065 4.033
C13 -4.834 -4.520 8.618
C14 0.775 -1.724 -0.743
C15 -0.792 1.626 7.838
C16 0.018 0.189 3.112
C17 -0.485 -1.169 -1.254
C18 -5.421 -2.998 4.080
C19 -5.243 -5.245 7.512
C20 -1.661 -1.827 0.834
C21 3.201 -0.783 6.651
C22 -2.124 -1.673 5.177
C23 0.241 -1.942 7.797
C24 0.319 -0.308 5.803
C25 1.333 -0.772 4.903
C26 -4.420 -5.262 6.395
C27 -4.124 -2.515 3.977
C28 -0.423 0.856 5.407
C29 -6.201 -2.654 5.188
C30 -3.559 -1.812 5.063
C31 -1.033 1.915 6.359
C32 3.746 -1.085 4.281
C33 -0.607 -2.929 8.144
C34 -5.109 -2.248 10.242
C35 -1.486 -1.880 6.376
C36 -2.894 -3.721 7.439
C37 2.679 -1.378 5.338
C38 -4.400 -1.322 6.087
C39 -1.999 -5.500 5.688
C40 1.016 -0.695 3.542
C41 -1.626 -1.207 -0.538
C42 -3.120 -4.745 6.473
C43 -1.235 -6.406 6.661
C44 -0.529 -2.675 1.174
H1 -6.188 -5.792 7.520
H2 -0.441 -6.945 6.125
H3 0.676 3.241 6.156
H4 -5.738 -1.867 9.425
H5 -1.928 -3.560 10.575
H6 -1.508 -1.363 4.333
H7 1.137 -1.630 8.302
H8 -0.588 -3.304 2.057
H9 -5.808 -3.668 3.309
H10 -2.862 -2.583 11.734
H11 4.729 -1.404 4.642
H12 -2.739 2.530 5.154
H13 -3.745 -0.715 8.703
H14 -1.527 -3.854 4.346
H15 -0.464 -0.646 -2.199
H16 3.565 0.237 6.479
H17 3.541 -1.611 3.344
H18 -1.916 -7.150 7.094
H19 -7.212 -3.062 5.294
H20 4.031 -1.401 7.028
H21 -1.193 1.887 3.659
H22 -0.341 -4.084 5.670
H23 -1.331 2.390 8.422
H24 -0.778 -5.838 7.479
H25 -0.249 0.241 2.064
H26 -4.776 -5.756 5.489
H27 -5.030 -1.457 11.001
H28 3.792 -0.007 4.083
H29 2.306 -3.301 4.446
H30 -3.482 -4.166 11.212
H31 -2.088 -1.305 9.018
H32 -1.182 0.645 8.133
H33 -3.501 -2.682 3.099
H34 -1.824 -6.905 4.068
H35 -5.390 -4.633 9.550
H36 3.405 -3.344 5.851
H37 -3.215 -5.815 3.919
H38 -3.054 -0.656 10.340
H39 -3.004 1.020 6.068
H40 -3.018 2.593 6.912
H41 -3.241 -7.181 5.083
H42 -6.348 -1.457 6.999
H43 -0.805 4.034 6.752
H44 -3.982 -0.622 6.815
H45 0.275 1.696 8.082
H46 -0.541 -3.674 8.921
H47 1.661 -3.142 6.093
H48 1.559 -1.284 2.801
H49 2.434 -0.733 7.426
H50 -0.384 -5.207 4.304
H51 -5.606 -3.103 10.711
H52 -0.657 3.613 5.029

Output
HOMO in eV: -6.0
SMILES: CC(C)(C)c1cccc(C(C)(C)C)c1N1C=CN(c2c(C(C)(C)C)cccc2C(C)(C)C)C1=Cc1ccccc1.O=C1C=C(Cl)C(=O)C=C1Cl
Lowest unoccupied orbital energy in eV: -2.16
Kohn-Sham gap in eV: 3.80

***

(3)
Entry from the Open Molecules 2025 dataset: a molecular structure, C44H52I2N9O4STi (the ωB97M-V functional and the def2-TZVPD basis).

Cartesian coordinates (Å):
I1 -6.307 -2.690 -4.324
I2 -3.265 2.396 -3.440
Ti1 -1.054 0.464 0.205
S1 0.469 -1.223 2.140
O1 0.729 0.818 -0.054
O2 3.091 -1.644 -3.727
O3 -1.021 2.667 -0.064
O4 -2.557 0.753 -0.774
N1 3.022 -1.617 2.903
N2 -1.864 -1.633 0.415
N3 -2.178 0.906 1.890
N4 3.064 -2.304 -1.067
N5 -2.534 -0.441 3.783
N6 2.616 0.496 2.672
N7 -4.297 0.734 2.856
N8 -0.630 -0.683 -1.736
N9 0.776 1.892 3.070
C1 1.818 1.142 -0.753
C2 6.344 -3.654 -2.097
C3 -4.677 -0.265 -3.568
C4 -0.504 -0.588 -4.106
C5 3.226 2.842 -1.705
C6 0.224 3.104 3.083
C7 2.048 -0.739 2.577
C8 -2.847 4.063 0.536
C9 -3.348 -1.701 0.241
C10 -3.801 -1.230 -1.110
C11 3.947 0.363 3.056
C12 -0.407 0.001 -2.862
C13 -5.071 -1.524 -3.135
C14 0.877 4.243 2.642
C15 -0.945 -1.979 -1.805
C16 5.286 -2.655 -4.028
C17 2.161 4.107 2.136
C18 -1.041 -2.649 -3.011
C19 -3.836 0.512 -2.780
C20 2.447 -1.191 -0.799
C21 -1.602 3.739 -0.228
C22 6.351 -3.327 -3.446
C23 -5.056 0.822 4.107
C24 4.198 -2.600 -1.899
C25 -2.991 0.409 2.838
C26 2.737 2.848 2.090
C27 5.255 -3.293 -1.326
C28 -3.394 0.028 -1.557
C29 -1.366 -0.108 4.599
C30 -1.085 4.755 -1.184
C31 2.071 2.483 -1.040
C32 -5.007 1.257 1.693
C33 2.878 -3.065 2.985
C34 -0.825 -1.937 -4.181
C35 3.929 0.559 -1.825
C36 3.069 -1.328 -5.123
C37 1.995 1.787 2.588
C38 2.748 0.153 -1.167
C39 4.194 -0.947 3.200
C40 4.169 1.884 -2.087
C41 -1.186 -2.611 -0.465
C42 -4.635 -2.002 -1.904
C43 -3.379 -1.492 4.344
C44 4.183 -2.292 -3.261
H1 -0.743 0.620 4.091
H2 -5.780 0.013 4.199
H3 -4.382 0.811 4.959
H4 -3.768 -1.234 5.330
H5 4.665 -0.178 -2.108
H6 -4.952 -2.979 -1.559
H7 3.729 2.702 1.686
H8 4.573 1.216 3.244
H9 5.081 2.184 -2.583
H10 1.357 3.219 -0.703
H11 -2.769 -2.389 4.449
H12 -0.812 5.657 -0.628
H13 -0.775 -1.004 4.777
H14 -3.787 -1.090 1.027
H15 -2.699 3.849 1.596
H16 -3.158 5.097 0.413
H17 3.411 3.888 -1.919
H18 -5.160 2.335 1.784
H19 -3.640 3.414 0.151
H20 -0.174 1.054 -2.753
H21 5.083 -1.464 3.517
H22 -3.675 -2.731 0.401
H23 -4.211 -1.709 3.677
H24 -5.024 0.116 -4.519
H25 3.436 -3.422 3.847
H26 -1.675 -1.904 1.378
H27 -1.896 5.051 -1.853
H28 -0.240 4.386 -1.758
H29 -0.777 3.161 3.498
H30 -0.234 -2.865 0.008
H31 -1.314 -3.696 -3.032
H32 5.225 -3.536 -0.270
H33 5.317 -2.429 -5.083
H34 -5.594 1.770 4.110
H35 7.174 -4.185 -1.654
H36 1.829 -3.313 3.103
H37 2.682 -3.119 -0.600
H38 3.888 -0.657 -5.382
H39 -2.628 1.728 1.496
H40 -1.770 -3.529 -0.552
H41 1.594 -1.316 -0.138
H42 7.194 -3.605 -4.063
H43 -0.924 -2.425 -5.141
H44 -5.988 0.785 1.638
H45 -0.357 0.007 -4.996
H46 -1.710 0.282 5.561
H47 3.270 -3.540 2.085
H48 0.403 5.212 2.718
H49 2.123 -0.827 -5.297
H50 2.714 4.969 1.788
H51 3.122 -2.234 -5.727
H52 -4.466 1.042 0.776

Output
HOMO in eV: -14.6
Lowest unoccupied orbital energy in eV: -8.16
Net charge: +3
Kohn-Sham gap in eV: 6.42

***

(4)
Entry from the Open Molecules 2025 dataset: a molecular structure, C44H52N8OPbTe (the ωB97M-V functional and the def2-TZVPD basis).

Cartesian coordinates (Å):
Pb1 1.523 -0.962 1.470
Te1 -0.972 -0.599 -1.018
O1 2.536 1.825 0.610
N1 5.724 -0.085 0.052
N2 0.854 0.549 -0.125
N3 3.702 -0.921 0.338
N4 1.317 -3.489 0.063
N5 1.586 1.033 3.167
N6 2.308 2.175 4.924
N7 1.380 -3.760 3.219
N8 3.827 -0.746 3.186
C1 -0.327 4.607 3.988
C2 0.993 4.509 -3.320
C3 1.253 2.913 4.410
C4 5.680 0.112 -2.481
C5 -2.398 0.577 0.029
C6 -2.961 1.694 -0.616
C7 5.036 -0.502 2.412
C8 0.146 -5.132 1.549
C9 -0.183 2.707 2.478
C10 1.332 3.980 -0.998
C11 1.627 1.633 -0.221
C12 -4.079 -2.759 -4.285
C13 0.688 4.122 4.792
C14 -3.664 1.096 2.005
C15 -4.230 2.199 1.396
C16 0.819 2.194 3.294
C17 -4.251 -2.923 -2.918
C18 -3.064 -1.918 -4.715
C19 3.911 -0.730 -1.027
C20 -1.176 -0.351 -4.428
C21 -0.747 3.914 2.843
C22 -2.231 -1.248 -3.823
C23 -3.697 -2.538 -0.527
C24 0.086 -4.369 2.867
C25 -2.208 -0.894 2.135
C26 -3.865 2.480 0.083
C27 1.271 2.223 -2.638
C28 1.391 2.627 -1.315
C29 -4.973 -3.455 -5.274
C30 3.550 -0.649 -3.368
C31 1.115 4.916 -1.997
C32 -2.426 -1.428 -2.446
C33 3.606 0.132 4.330
C34 1.084 3.162 -3.642
C35 0.121 -4.317 0.265
C36 -2.749 0.274 1.347
C37 -2.628 2.068 -2.033
C38 -5.208 3.079 2.123
C39 5.186 -0.204 -1.223
C40 3.069 -0.958 -2.112
C41 2.468 1.090 4.121
C42 4.837 -0.121 -3.550
C43 -3.441 -2.277 -1.990
C44 4.790 -0.513 0.932
H1 -1.554 2.210 -2.162
H2 -0.251 -5.063 3.643
H3 -0.664 -3.575 2.797
H4 6.670 0.524 -2.622
H5 -5.613 -2.736 -5.788
H6 -0.485 2.192 1.577
H7 -5.043 -3.571 -2.557
H8 1.453 4.282 0.035
H9 -4.876 4.119 2.118
H10 -2.952 1.287 -2.723
H11 5.815 -1.239 2.636
H12 -5.615 -4.184 -4.782
H13 -0.738 -3.638 0.279
H14 2.897 2.434 5.697
H15 -3.089 -3.373 -0.167
H16 5.174 0.115 -4.550
H17 0.838 5.243 -4.100
H18 -4.297 3.342 -0.414
H19 5.444 0.477 2.673
H20 -1.525 4.339 2.223
H21 -0.532 0.100 -3.678
H22 1.050 5.967 -1.746
H23 2.075 -4.496 3.293
H24 3.433 -0.452 5.238
H25 -3.013 -1.586 2.389
H26 1.348 1.170 -2.878
H27 1.004 2.845 -4.674
H28 -0.722 -5.793 1.506
H29 -4.741 -2.805 -0.367
H30 -1.456 -1.457 1.583
H31 -1.645 0.459 -4.990
H32 1.030 4.668 5.660
H33 -4.387 -3.973 -6.035
H34 -2.912 -1.771 -5.780
H35 2.065 -1.337 -1.968
H36 -6.186 3.050 1.641
H37 -5.330 2.765 3.159
H38 2.921 -0.808 -4.234
H39 -3.478 -1.666 0.086
H40 2.158 -4.027 0.244
H41 -0.552 -0.912 -5.126
H42 3.755 -1.714 3.463
H43 -0.796 5.548 4.240
H44 6.625 0.297 0.282
H45 -3.127 2.995 -2.310
H46 -3.923 0.863 3.033
H47 -0.034 -5.014 -0.565
H48 1.365 -3.203 -0.910
H49 4.500 0.734 4.521
H50 1.027 -5.786 1.560
H51 -1.766 -0.544 3.071
H52 1.312 -3.344 4.142

Output
HOMO (spin up / spin down) in eV: -9.4 / -9.8
⟨S²⟩: 0.763
Lowest unoccupied orbital energy (spin up / spin down) in eV: -2.06 / -3.16
Multiplicity: 2
Net charge: +1
Kohn-Sham gap (spin up / spin down) in eV: 7.36 / 6.64